one:
Formula: C4H5O3
Source: the OMol25 dataset
Level of theory: ωB97M-V with the def2-TZVPD basis set

```
12
Properties=species:S:1:pos:R:3:mulliken_charge:R:1
O 0.670 1.500 2.443 -0.5145
C 0.591 1.417 1.248 0.0749
C 0.215 0.094 0.622 -0.3548
C -0.135 0.007 -0.745 -0.5228
C -0.579 -1.469 -1.078 0.4243
O -1.802 -1.614 -0.978 -0.7031
O 0.304 -2.319 -1.344 -0.7351
H 0.803 2.211 0.422 0.2722
H -0.652 -0.316 1.253 0.2001
H 1.051 -0.524 0.628 0.2187
H -1.061 0.677 -1.033 0.2625
H 0.594 0.337 -1.439 0.3776
```

Total charge = -1
Kohn-Sham gap = 7.9051 eV
SMILES = O=CCCC(=O)[O-]

***

two:
Formula: C4H5O3
Source: the OMol25 dataset
Level of theory: ωB97M-V with the def2-TZVPD basis set

```
12
Properties=species:S:1:pos:R:3:mulliken_charge:R:1
O 3.308 0.699 -1.084 -0.7041
C 3.007 -0.007 -0.103 0.4896
O 3.569 -0.666 0.696 -0.6064
C 1.264 -0.030 0.011 -0.7509
C 0.402 -1.038 0.666 -0.0855
C -0.931 -1.219 0.425 -0.1393
O -1.368 -0.772 -0.836 -0.5355
H 1.008 0.137 -0.999 0.2626
H 1.420 0.942 0.416 0.1829
H 0.853 -1.283 1.661 0.2067
H -1.724 -1.871 0.732 0.3540
H -0.667 -0.403 -1.372 0.3260
```

Total charge = -1
Kohn-Sham gap = 7.2633 eV
SMILES = O=C([O-])C/C=C\O

***

Here are the energies relative to the best structure, in eV: one 0.000; two 1.034.

***

one:
Formula: C9H17N2
Source: the OMol25 dataset
Level of theory: ωB97M-V with the def2-TZVPD basis set

```
28
Properties=species:S:1:pos:R:3:mulliken_charge:R:1
C -2.344 -2.129 -0.363 -0.9259
N -1.363 -1.008 -0.315 0.1683
C -0.096 -1.362 0.158 -1.8449
C 0.922 -0.189 0.196 1.1196
C 2.030 -0.616 1.177 -1.7958
C 1.376 -0.127 -1.314 -1.1284
N 0.529 1.148 0.734 0.0105
C -0.866 1.495 0.266 0.5229
C -0.925 2.610 -0.718 -1.4126
C -2.075 1.035 1.080 -0.5718
C -1.662 0.216 0.161 0.0207
H -3.455 -1.824 -0.261 0.3337
H -2.152 -2.700 -1.338 0.2900
H -2.070 -2.798 0.417 0.3547
H 0.412 -2.123 -0.396 0.5909
H -0.257 -2.003 1.039 0.5673
H 2.777 0.285 1.158 0.3985
H 2.597 -1.455 0.671 0.4306
H 1.706 -0.815 2.119 0.5396
H 1.483 1.009 -1.464 0.3019
H 0.668 -0.588 -2.101 0.2930
H 2.305 -0.756 -1.342 0.3863
H 1.161 1.746 0.347 0.4857
H 0.459 1.121 1.814 0.4687
H -1.969 2.715 -1.119 0.3680
H -0.379 2.160 -1.589 0.3566
H -0.507 3.590 -0.328 0.3091
H -2.750 1.649 1.810 0.3627
```

Total charge = +1
Kohn-Sham gap = 9.6648 eV
SMILES = CN1CC(C)(C)[NH2+][C@]2(C)C=C12

***

two:
Formula: C9H17N2
Source: the OMol25 dataset
Level of theory: ωB97M-V with the def2-TZVPD basis set

```
28
Properties=species:S:1:pos:R:3:mulliken_charge:R:1
C -2.504 1.613 -1.230 -1.4318
C -1.986 0.507 -0.513 1.1047
C -2.832 0.231 0.736 -1.3648
C -0.710 0.026 -0.700 -0.7839
C -0.007 -1.093 -0.055 1.1147
C -0.538 -1.959 1.066 -1.8518
N 1.224 -1.401 -0.344 -0.0474
C 2.210 -0.609 -1.168 -0.8867
C 2.728 0.653 -0.419 0.2182
C 2.985 0.670 1.069 -0.4836
N 1.874 1.380 0.403 -0.5354
H -2.668 2.558 -0.662 0.3574
H -1.774 2.067 -2.032 0.3069
H -3.454 1.532 -1.740 0.4013
H -2.567 0.776 1.684 0.3432
H -3.892 0.635 0.711 0.3481
H -2.843 -0.808 0.952 0.3385
H -0.341 0.549 -1.494 0.4451
H -0.520 -1.551 2.035 0.4485
H 0.046 -2.869 1.208 0.3772
H -1.561 -2.223 1.089 0.4229
H 1.440 -2.312 0.017 0.2328
H 1.974 -0.564 -2.265 0.3679
H 3.101 -1.238 -1.143 0.3978
H 3.284 1.338 -1.075 0.4036
H 2.760 -0.317 1.606 0.1338
H 3.685 1.289 1.574 0.2993
H 0.886 1.121 0.691 0.3237
```

Total charge = +1
Kohn-Sham gap = 8.0421 eV
SMILES = CC(C)=C/C(C)=[NH+]\C[C@@H]1CN1

***

Here are the energies relative to the best structure, in eV: one 1.430; two 0.000.

***

one:
Formula: C7H10N2S
Source: the OMol25 dataset
Level of theory: ωB97M-V with the def2-TZVPD basis set

```
20
Properties=species:S:1:pos:R:3:mulliken_charge:R:1
C 2.242 -0.596 1.546 -0.6803
C 2.126 -0.559 0.176 -0.1098
C 0.269 0.068 1.102 0.0846
C -1.432 1.041 -0.412 -0.9007
C -1.201 0.504 0.975 0.3002
C 0.293 0.128 -1.295 -0.2568
C -0.251 -1.104 -2.066 -1.1839
N 1.077 -0.086 2.090 -0.6401
N 0.869 -0.187 -0.072 0.1823
S -1.612 1.778 2.250 -0.1789
H 3.193 -0.556 2.028 0.3674
H 2.610 -0.832 -0.711 0.4223
H -2.326 0.867 -0.987 0.3253
H -1.093 2.096 -0.249 0.2897
H -1.807 -0.303 1.261 0.3356
H 0.599 0.864 -1.916 0.4572
H -0.859 -0.908 -2.928 0.3597
H -0.860 -1.698 -1.325 0.2913
H 0.587 -1.578 -2.413 0.3926
H -2.425 1.061 2.945 0.1423
```

Kohn-Sham gap = 9.4445 eV

***

two:
Formula: C7H10N2S
Source: the OMol25 dataset
Level of theory: ωB97M-V with the def2-TZVPD basis set

```
20
Properties=species:S:1:pos:R:3:mulliken_charge:R:1
C -1.127 -2.370 0.750 -0.8064
C 0.152 -2.173 0.803 -0.3370
C 0.903 -1.104 0.161 0.5735
N 2.079 -1.229 -0.338 -0.6311
C 2.202 -0.247 -1.259 -0.4604
C 1.132 0.573 -1.240 -0.3883
N 0.343 0.076 -0.275 0.2203
C -0.525 0.933 0.433 -0.0220
C -1.620 1.726 -0.394 -1.1729
S 0.416 2.072 1.537 -0.2236
H -1.775 -1.773 0.057 0.2378
H -1.646 -3.056 1.304 0.3208
H 0.726 -2.712 1.493 0.3235
H 3.103 -0.100 -1.930 0.3317
H 0.793 1.460 -1.665 0.5101
H -1.070 0.306 1.242 0.3036
H -1.297 2.787 -0.424 0.3712
H -2.571 1.625 0.296 0.3236
H -1.801 1.240 -1.347 0.3562
H 1.584 1.966 0.798 0.1696
```

Kohn-Sham gap = 9.3339 eV
SMILES = C=Cc1nccn1[C@H](C)S

***

Here are the energies relative to the best structure, in eV: one 1.039; two 0.000.

***

one:
Formula: C5H9ClO
Source: the OMol25 dataset
Level of theory: ωB97M-V with the def2-TZVPD basis set

```
16
Properties=species:S:1:pos:R:3:mulliken_charge:R:1
C -0.597 -1.015 1.493 -0.7677
C -0.473 -0.379 0.330 0.4370
Cl -1.878 0.105 -0.544 -0.1883
C 0.779 -0.330 -0.478 0.4043
C 1.655 -1.521 -0.574 -1.7139
C 1.489 0.921 0.053 -0.5658
O 0.694 2.013 0.432 -0.4582
H 0.264 -1.635 1.849 0.1902
H -1.475 -0.931 2.160 0.2766
H 0.377 -0.158 -1.496 0.3308
H 2.082 -1.794 0.380 0.3832
H 2.544 -1.212 -1.178 0.3694
H 1.131 -2.337 -0.983 0.4218
H 2.225 1.370 -0.666 0.3274
H 1.992 0.574 1.038 0.2598
H 0.119 2.190 -0.250 0.2935
```

Kohn-Sham gap = 10.2689 eV
SMILES = C=C(Cl)[C@H](C)CO

***

two:
Formula: C5H9ClO
Source: the OMol25 dataset
Level of theory: ωB97M-V with the def2-TZVPD basis set

```
16
Properties=species:S:1:pos:R:3:mulliken_charge:R:1
C -0.443 -1.130 -1.487 -1.0585
C 0.350 0.171 -1.752 0.4815
O 0.576 0.402 -2.948 -0.5128
C 0.682 0.952 -0.142 0.9609
C -0.687 1.208 0.576 -1.4962
C 1.561 -0.027 0.643 -1.2086
Cl 1.329 2.513 -0.481 -0.1825
H -1.444 -0.821 -1.359 0.2776
H -0.039 -1.740 -0.662 0.2838
H -0.444 -1.748 -2.337 0.3900
H -0.456 1.932 1.400 0.4557
H -1.037 0.327 1.193 0.3008
H -1.318 1.775 -0.078 0.4099
H 1.936 0.283 1.648 0.3545
H 2.520 -0.215 0.137 0.3223
H 0.870 -0.943 0.856 0.2215
```

Kohn-Sham gap = 10.0721 eV
SMILES = CC(=O)C(C)(C)Cl

***

Here are the energies relative to the best structure, in eV: one 0.000; two 0.141.

***

one:
Formula: C4H15N2O
Source: the OMol25 dataset
Level of theory: ωB97M-V with the def2-TZVPD basis set

```
22
Properties=species:S:1:pos:R:3:mulliken_charge:R:1
C 2.164 1.021 -0.603 -1.1242
C 0.945 -0.036 -0.470 0.4221
C 0.037 0.338 0.801 -0.7276
C -1.415 -0.046 0.999 -0.6800
N -2.337 0.669 -0.067 -0.4238
N 0.108 -0.072 -1.592 -0.2932
H 2.055 1.998 -0.020 0.3119
H 3.227 0.587 -0.558 0.3253
H 2.041 1.759 -1.464 0.3313
H 1.513 -0.952 -0.365 0.3507
H 0.514 -0.186 1.613 0.2907
H 0.183 1.458 1.087 0.5264
H -1.647 0.101 2.086 0.3925
H -1.723 -1.064 0.874 0.3790
H -2.238 1.745 -0.212 0.4217
H -1.895 0.306 -1.106 0.3896
H -3.278 0.494 -0.361 0.3687
H 0.552 0.492 -2.393 0.3676
H -0.048 -1.045 -1.882 0.3677
H 0.137 -2.593 1.975 0.3162
H 0.473 -2.727 0.434 0.3001
O 0.632 -2.247 1.226 -0.6128
```

Total charge = +2
Kohn-Sham gap (alpha / beta) = 11.7132 / 6.1265 eV
Multiplicity = 2

***

two:
Formula: C4H15N2O
Source: the OMol25 dataset
Level of theory: ωB97M-V with the def2-TZVPD basis set

```
22
Properties=species:S:1:pos:R:3:mulliken_charge:R:1
C 0.359 -1.269 0.753 -0.3523
N 1.496 -1.133 1.799 -0.0707
C 1.000 -1.108 -0.666 -0.7466
N 0.929 0.529 -0.989 -0.3144
C -0.497 1.203 -1.014 -0.2166
C -1.652 0.363 -1.667 -1.0235
H -0.169 -2.295 0.830 0.3199
H -0.463 -0.600 1.208 0.5027
H 2.068 -1.931 1.670 0.3338
H 1.069 -1.057 2.650 0.3276
H 1.955 -1.618 -0.692 0.4944
H 0.312 -1.548 -1.514 0.3808
H 1.630 1.081 -0.403 0.3954
H 1.336 0.637 -2.025 0.4459
H -0.626 2.201 -1.455 0.3950
H -0.734 1.601 0.059 0.1401
H -1.588 -0.643 -1.360 0.3105
H -2.662 0.852 -1.414 0.3517
H -1.544 0.460 -2.766 0.3627
H -0.016 1.097 2.279 0.2785
H -1.336 1.909 2.670 0.3151
O -0.867 1.268 2.047 -0.6300
```

Total charge = +2
Kohn-Sham gap (alpha / beta) = 11.7286 / 5.3947 eV
Multiplicity = 2

***

Here are the energies relative to the best structure, in eV: one 0.000; two 0.151.